The following is a DFT calculation (ωB97M-V with the def2-TZVPD basis set) of a molecular structure, C23H32CuN3O4SSi2 in a non-equilibrium geometry.

Summary:
- M (g/mol) = 566.31
- E_LUMO (spin up / spin down) (eV) = 2.53 / 2.52
- energy relative to the best compared isomer or geometry (same formula, charge and spin) (kcal per mole) = 11.0
- largest force on an atom (eV Å⁻¹) = 1.44

```
! wB97M-V def2-TZVPD RIJCOSX def2/J DEFGRID3
* xyz -1 2
Cu -0.06 0.07 0.04
C 3.24 -0.70 1.45
Si 2.30 -0.01 -0.10
C 3.34 -0.72 -1.59
C 2.83 1.84 -0.07
C 4.17 2.19 -0.06
C 4.57 3.51 -0.02
C 3.62 4.52 -0.02
C 2.28 4.18 -0.03
C 1.86 2.85 -0.05
Si -0.03 2.47 0.02
C -0.59 3.45 1.60
C -0.77 3.43 -1.48
H 4.31 -0.56 1.37
H 3.05 -1.76 1.60
H 2.90 -0.18 2.34
H 4.40 -0.57 -1.44
H 3.05 -0.22 -2.51
H 3.17 -1.78 -1.73
H 4.92 1.41 -0.07
H 5.63 3.76 0.00
H 3.92 5.56 0.01
H 1.54 4.97 -0.04
H -0.26 4.49 1.55
H -0.16 3.01 2.49
H -1.67 3.45 1.73
H -0.71 4.51 -1.36
H -1.82 3.16 -1.62
H -0.25 3.16 -2.39
C -0.20 1.18 6.45
C -1.36 1.64 5.62
C -1.48 2.98 5.24
C -2.55 3.41 4.50
C -3.53 2.50 4.11
C -3.42 1.16 4.45
C -2.33 0.73 5.19
S -4.93 3.06 3.20
O -6.12 3.06 4.02
O -4.62 4.31 2.54
N -5.16 1.83 2.08
C -4.11 1.75 1.08
C -4.32 0.58 0.14
C -2.96 0.29 -0.56
O -2.84 0.46 -1.76
O -2.07 -0.13 0.25
H 0.40 2.02 6.79
H 0.44 0.52 5.86
H -0.55 0.62 7.32
H -0.71 3.69 5.54
H -2.66 4.44 4.19
H -4.18 0.48 4.12
H -2.22 -0.31 5.45
H -6.08 1.93 1.68
H -3.17 1.61 1.63
H -4.04 2.69 0.52
H -5.09 0.79 -0.60
H -4.61 -0.30 0.72
N -1.36 -2.67 0.29
C -1.45 -3.99 0.09
C -0.15 -4.46 -0.04
C 0.65 -3.32 0.08
N -0.10 -2.25 0.28
H -2.06 -1.93 0.37
H -2.39 -4.51 0.05
H 0.16 -5.47 -0.20
H 1.72 -3.24 0.03
*
```